(1)
# C33H49GeIrN4OPS2

A molecular structure, C33H49GeIrN4OPS2 in a non-equilibrium geometry (ωB97M-V with the def2-TZVPD basis set, the Open Molecules 2025 dataset).

Summary:
Calculated total energy = -133314.179 eV
ΔE to the lowest compared entry with this formula, charge and spin = 31.7 kcal per mole
HOMO-LUMO gap = 5.1 eV
HOMO energy = -15.36 eV
Charge = +3

Each line ends with the Löwdin charge.
Element x y z (Å)
Ir 1.25047 0.32831 0.84979  0.66
C 6.21059 0.32537 0.76266  -0.05
C 5.83883 -0.47377 -0.47644  -0.21
N 4.96792 -1.63132 -0.18330  -0.09
C 5.63432 -2.94020 0.05560  -0.16
C 5.86832 -3.22640 1.52822  -0.05
C 3.66002 -1.55382 -0.06584  -0.58
S 2.96799 0.06468 -0.45140  0.74
N 2.97566 -2.64588 0.22136  0.15
C 1.76323 -2.69798 0.72298  -0.41
O 1.09187 -1.70103 1.18906  -0.33
C 1.10304 -4.00929 0.80599  -0.15
C 1.61435 -5.09340 0.09119  -0.01
C 0.99741 -6.32892 0.17494  -0.05
C -0.11983 -6.49102 0.98492  -0.04
C -0.63088 -5.41574 1.70178  -0.05
C -0.02631 -4.17459 1.60919  -0.02
H 6.86564 1.14860 0.47876  0.09
H 6.74084 -0.28723 1.48908  0.08
H 5.32635 0.74032 1.24880  0.06
H 6.72571 -0.88066 -0.95675  0.13
H 5.35375 0.15285 -1.22634  0.09
H 6.56838 -2.89980 -0.50044  0.13
H 5.00347 -3.70463 -0.39035  0.12
H 6.56118 -2.51710 1.97782  0.07
H 6.30047 -4.22099 1.63201  0.09
H 4.93014 -3.20891 2.08224  0.08
H 2.48493 -4.95838 -0.53545  0.11
H 1.39255 -7.16942 -0.37892  0.12
H -0.58772 -7.46334 1.06544  0.12
H -1.49403 -5.55345 2.33890  0.11
H -0.40856 -3.33814 2.17912  0.10
C 3.85013 3.46804 -0.06694  -0.13
C 2.80319 3.46333 1.04435  -0.37
P 1.22138 2.62395 0.69729  0.72
C 0.17079 3.17012 2.09327  -0.40
C -0.36587 4.60079 2.04789  -0.12
C 0.67705 3.26991 -0.91641  -0.38
C 0.71718 4.78316 -1.13907  -0.11
H 4.74934 3.96931 0.28869  0.09
H 3.50779 4.00363 -0.95185  0.07
H 4.13796 2.46394 -0.37243  0.01
H 2.54177 4.49191 1.30991  0.09
H 3.19754 3.00410 1.95486  0.09
H 0.80426 3.02924 2.97439  0.09
H -0.65475 2.46182 2.20072  0.03
H 0.40384 5.32788 1.79187  0.08
H -0.76120 4.87878 3.02389  0.09
H -1.17089 4.70283 1.31780  0.05
H -0.31835 2.86884 -1.11254  0.02
H 1.33780 2.76097 -1.62742  0.08
H -0.10941 5.29040 -0.64606  0.06
H 0.65124 4.99910 -2.20478  0.09
H 1.64152 5.23270 -0.77980  0.07
C -6.56341 3.02744 1.16032  0.00
N -5.13750 2.68545 1.00148  0.02
C -4.34878 2.84509 -0.03621  -0.54
S -2.67833 2.14451 0.07210  1.03
N -4.60118 3.55588 -1.11294  0.03
C -5.68367 4.52846 -1.36234  0.00
H -6.98869 2.30852 1.85495  0.11
H -7.07909 2.93864 0.20963  0.09
H -6.67942 4.02862 1.56851  0.11
H -4.69029 2.27032 1.80654  0.14
H -3.91680 3.46152 -1.84914  0.14
H -5.98111 5.00086 -0.43268  0.09
H -6.53418 4.04946 -1.84188  0.11
H -5.28046 5.28949 -2.02417  0.11
Ge -1.01882 -0.54639 0.41214  0.92
C -1.00708 -1.97331 -0.88869  -0.38
C 0.05147 -2.13659 -1.78155  -0.12
C 0.09369 -3.23368 -2.62979  -0.05
C -0.92108 -4.18053 -2.59266  -0.04
C -1.98771 -4.02374 -1.71593  -0.05
C -2.02985 -2.92412 -0.87183  -0.12
C -2.90533 0.34271 -0.30629  -0.69
C -4.02081 -0.17539 0.46591  -0.12
C -5.11163 -0.73362 -0.13839  -0.02
C -5.17075 -0.77295 -1.53883  0.05
C -4.13031 -0.30522 -2.35143  -0.01
C -3.02683 0.23521 -1.75716  -0.09
H -1.57811 -1.01588 1.76989  0.00
H 0.85352 -1.40600 -1.82049  0.07
H 0.91898 -3.35488 -3.31905  0.12
H -0.88088 -5.04130 -3.24661  0.12
H -2.77376 -4.76653 -1.68347  0.12
H -2.85665 -2.83579 -0.17348  0.10
H -3.93400 -0.16488 1.54796  0.12
H -5.92119 -1.15067 0.44523  0.13
H -6.05471 -1.18949 -2.00940  0.14
H -4.20272 -0.38751 -3.42723  0.14
H -2.18485 0.56686 -2.35526  0.13

---

(2)
# C33H49N2P2Pd

A molecular structure, C33H49N2P2Pd in a non-equilibrium geometry (ωB97M-V with the def2-TZVPD basis set, the Open Molecules 2025 dataset).

Summary:
Spin multiplicity = 5
Calculated total energy = -60026.599 eV
HOMO-LUMO gap (alpha / beta) = 8.7 / 5.9 eV
HOMO energy (alpha / beta) = -16.18 / -17.08 eV
Charge = +3
<S²> = 6.06

Each line ends with the Löwdin charge.
Element x y z (Å)
Pd -0.25139 -0.27766 -0.72616  0.67
C -4.66009 -2.95166 -1.21696  -0.08
C -3.13489 -2.96366 -1.21486  -0.50
C -2.57379 -4.26946 -0.66106  -0.09
P -2.36109 -1.48936 -0.33146  1.12
C -3.59869 -0.09426 -0.21586  -0.51
C -3.85749 0.57784 -1.55826  -0.09
C -3.07059 0.91934 0.79714  -0.11
C -2.18309 -1.93646 1.42934  -0.28
C -3.14319 -2.63076 2.14454  -0.04
C -2.90709 -3.01806 3.46224  0.01
C -1.67679 -2.75216 4.06164  -0.01
C -0.71719 -2.03666 3.38864  0.02
C -0.97059 -1.55366 2.07644  -0.29
N -0.09609 -0.80356 1.39464  0.00
C 0.97151 -0.17066 1.94144  -0.32
C 0.88651 0.47194 3.19164  -0.01
C 2.00211 1.05094 3.75614  -0.03
C 3.22851 0.95094 3.10904  -0.02
C 3.31921 0.35804 1.85414  -0.07
C 2.19831 -0.15476 1.21724  -0.27
P 2.13081 -0.94456 -0.44436  1.13
C 2.55731 -2.75176 -0.18516  -0.50
C 3.75821 -2.91106 0.74084  -0.08
C 1.34211 -3.52086 0.32634  -0.11
C 3.45891 -0.27826 -1.61716  -0.48
C 4.76381 0.20884 -1.00066  -0.10
C 2.87311 0.81714 -2.50646  -0.12
H -4.98879 -3.85566 -1.73026  0.11
H -5.06369 -2.10566 -1.76656  0.08
H -5.08969 -2.96916 -0.21836  0.08
H -2.79079 -2.85026 -2.25236  0.11
H -2.91559 -4.47236 0.35094  0.08
H -1.48569 -4.27436 -0.66906  0.06
H -2.90929 -5.08876 -1.29266  0.10
H -4.52239 -0.55066 0.15764  0.12
H -2.99959 1.18314 -1.85806  0.06
H -4.71189 1.24574 -1.45846  0.10
H -4.07819 -0.13776 -2.35046  0.08
H -2.01139 1.13964 0.57684  0.03
H -3.14969 0.54324 1.81464  0.08
H -3.63609 1.84584 0.73034  0.10
H -4.09179 -2.87646 1.69194  0.11
H -3.66679 -3.55756 4.00704  0.13
H -1.47439 -3.10946 5.05984  0.13
H 0.24881 -1.86476 3.84084  0.13
H -0.07429 0.51174 3.68514  0.13
H 1.92551 1.54824 4.71064  0.13
H 4.12151 1.33004 3.58104  0.13
H 4.28881 0.27834 1.39794  0.09
H 2.80811 -3.12666 -1.18606  0.12
H 3.57151 -2.46716 1.71694  0.08
H 4.65221 -2.46506 0.31624  0.07
H 3.96141 -3.97126 0.88794  0.10
H 1.10061 -3.25466 1.35414  0.07
H 1.54151 -4.59086 0.30794  0.10
H 0.47181 -3.32846 -0.31186  0.04
H 3.67381 -1.14716 -2.25026  0.12
H 4.64001 1.16684 -0.50256  0.08
H 5.48341 0.35184 -1.80566  0.11
H 5.19991 -0.50986 -0.31576  0.06
H 2.40551 1.60884 -1.91846  0.05
H 2.13971 0.41454 -3.20076  0.07
H 3.66761 1.27414 -3.09216  0.10
C 0.92521 4.49924 1.46544  0.02
N 0.92611 4.01874 0.06854  -0.18
C 1.65101 4.96944 -0.79846  0.02
C -0.45979 3.74604 -0.42896  -0.07
C -0.46189 2.97134 -1.72596  -0.24
C -0.56549 3.63844 -2.94766  -0.01
C -0.59929 2.94324 -4.14436  -0.01
C -0.53189 1.56024 -4.15746  -0.03
C -0.44599 0.87794 -2.94796  -0.18
C -0.39949 1.57894 -1.74436  -0.15
H 1.94821 4.67184 1.79874  0.12
H 0.46511 3.76294 2.12294  0.10
H 0.37611 5.43834 1.54194  0.13
H 1.42701 3.11934 0.04654  0.17
H 1.13131 5.92654 -0.81866  0.13
H 1.72401 4.58684 -1.81436  0.10
H 2.65511 5.13444 -0.41216  0.12
H -0.97459 4.70134 -0.55226  0.15
H -0.98189 3.16374 0.33624  0.12
H -0.63359 4.71544 -2.95846  0.13
H -0.70719 3.47634 -5.07626  0.13
H -0.56179 1.01034 -5.08536  0.13
H -0.43649 -0.22456 -2.98866  0.10

---

(3)
# C33H4Br2F20FeGeNOS2

A molecular structure, C33H4Br2F20FeGeNOS2 (ωB97M-V with the def2-TZVPD basis set, the Open Molecules 2025 dataset).

Summary:
Spin multiplicity = 5
Calculated total energy = -344834.097 eV
ΔE to the lowest compared entry with this formula, charge and spin = 8.4 kcal per mole
HOMO-LUMO gap (alpha / beta) = 7.1 / 7.1 eV
HOMO energy (alpha / beta) = -5.35 / -5.38 eV
Charge = -1
<S²> = 6.01

Each line ends with the Löwdin charge.
Element x y z (Å)
Fe -1.03087 0.37667 1.40480  0.45
Br -2.63757 1.30100 -3.49436  0.87
C -3.64353 0.67033 -2.02219  -0.58
C -4.99244 0.35401 -2.23091  -0.18
C -5.78405 -0.03880 -1.18848  -0.64
Br -7.59860 -0.49574 -1.53432  0.73
C -5.26298 -0.09129 0.12518  -0.19
C -6.01254 -0.39329 1.28341  -0.03
C -5.41091 -0.35726 2.51031  -0.04
C -4.04808 -0.03392 2.59406  -0.11
N -3.31509 0.21989 1.53463  0.07
C -3.89361 0.20438 0.30678  -0.13
C -3.01604 0.55975 -0.78336  -0.42
O -1.78247 0.77349 -0.55757  -0.19
H -5.40585 0.43086 -3.22654  0.09
H -7.06483 -0.62442 1.18455  0.08
H -5.96365 -0.57000 3.41517  0.11
H -3.55769 0.01461 3.55798  0.11
F -0.35631 -2.56225 7.76266  0.11
C -0.10149 -1.80631 6.68756  -0.15
C -0.97509 -1.78033 5.62375  -0.15
F -2.08165 -2.53462 5.64684  0.11
C -0.70250 -0.96814 4.54376  -0.23
F -1.56890 -1.03882 3.51037  0.01
C 0.38437 -0.10017 4.47103  -0.55
S 0.63815 1.05064 3.19337  0.64
C 1.26852 -0.20498 5.54721  -0.25
F 2.38108 0.53436 5.56001  0.08
C 1.03989 -1.03627 6.62538  -0.15
F 1.92077 -1.09819 7.63120  0.11
F 3.33417 -2.06923 -2.97350  0.10
C 3.91476 -1.60241 -1.85537  -0.21
C 3.21861 -0.80956 -0.96127  -0.12
C 3.94260 -0.34442 0.12867  -0.23
F 3.36013 0.45604 1.02536  0.08
C 5.27033 -0.65799 0.33925  -0.14
F 5.93669 -0.18634 1.39522  0.12
C 5.91955 -1.46728 -0.57113  -0.14
F 7.20189 -1.78627 -0.38741  0.12
C 5.24266 -1.93817 -1.67514  -0.14
F 5.88340 -2.70503 -2.56602  0.11
Ge 1.28766 -0.26210 -1.04255  0.68
S 0.31565 -1.34358 0.52881  0.28
C 1.57617 1.72827 -1.03376  -0.10
C 2.51899 2.22997 -1.92132  -0.23
F 3.16634 1.40941 -2.76470  0.10
C 2.81926 3.57198 -2.02940  -0.14
F 3.71186 4.00571 -2.92259  0.12
C 2.18516 4.47368 -1.20066  -0.13
F 2.46702 5.77288 -1.28069  0.13
C 1.25459 4.02176 -0.29164  -0.13
F 0.64596 4.88911 0.51835  0.13
C 0.96130 2.67445 -0.23515  -0.20
F 0.01373 2.34403 0.66100  -0.01
C 0.68779 -0.67504 -2.89004  -0.11
C 0.42705 0.21326 -3.91639  -0.28
F 0.50232 1.53842 -3.74168  0.06
C 0.06469 -0.20521 -5.18177  -0.18
F -0.16013 0.68722 -6.15275  0.11
C -0.07555 -1.54898 -5.44404  -0.14
F -0.42165 -1.96117 -6.66238  0.13
C 0.13717 -2.46839 -4.43738  -0.14
F -0.01470 -3.77228 -4.68831  0.12
C 0.51908 -2.02060 -3.19223  -0.25
F 0.75941 -2.94735 -2.25969  0.07